1.
Below is a cluster of 2 separate species, C10H20BNO7S in total, with properties calculated with wB97M-V/def2-TZVPD.

Each line ends with the Mulliken charge.
Element x y z (Å)
1 H -2.126 -0.282 -2.349  0.198
2 H 0.912 2.908 0.248  0.410
3 C 0.188 2.296 -0.298  -0.950
4 C -3.514 0.427 -0.845  -0.261
5 H 0.415 4.705 -1.914  0.416
6 H 2.440 -4.837 2.034  0.297
7 O -3.114 2.855 -2.247  -0.587
8 O 3.708 -3.183 3.751  -0.548
9 O -0.359 1.838 -3.708  -0.588
10 C 1.797 -0.286 0.026  0.616
11 H 3.434 -5.769 3.157  0.314
12 C -3.202 -0.222 -2.185  -0.931
13 H -3.676 0.314 -3.003  0.245
14 H 2.684 -4.343 5.038  0.295
15 S 0.569 2.850 -3.283  1.206
16 H 0.405 -3.739 4.138  0.355
17 H -3.593 -1.239 -2.181  0.401
18 H 1.198 -2.757 2.893  0.208
19 H -1.095 3.981 -0.269  0.223
20 O 1.604 2.181 -2.266  -0.383
21 C -0.851 3.190 -0.985  0.144
22 H -0.281 1.638 0.432  0.397
23 O 2.087 0.833 -0.544  -0.465
24 B -2.234 2.437 -1.271  0.554
25 H -4.519 0.851 -0.835  0.283
26 N 1.552 -1.262 0.587  -0.496
27 H -2.706 2.901 -3.120  0.316
28 H 1.340 -2.304 4.592  0.298
29 O 1.336 3.559 -4.244  -0.686
30 H 0.387 0.621 -1.692  0.325
31 H -1.083 4.391 -2.811  0.438
32 O -2.548 1.410 -0.446  -0.549
33 H -3.490 -0.332 -0.065  0.331
34 C 1.295 -3.152 3.907  -1.020
35 C -0.298 3.935 -2.211  -0.977
36 C 2.559 -3.989 4.013  0.317
37 C 2.520 -5.180 3.069  -1.181
38 H 3.625 -2.848 2.851  0.334
39 C 0.966 1.430 -1.246  0.351
40 H 1.667 -5.827 3.281  0.349

Results
Kohn-Sham gap in eV: 10.131
DFT total energy in eV: -38029.765
HOMO in eV: -9.93
SMILES string: CCOB(O)[C@H]1C[C@H](OC#N)OS(=O)(=O)C1.CC(C)O
2S+1: 1

***

2.
Below is a structure of composition C10H20BaF12NO8PS2, with properties calculated with wB97M-V/def2-TZVPD.

Each line ends with the Mulliken charge.
Element x y z (Å)
1 H -2.006 -2.871 -3.019  0.421
2 F 0.768 0.242 2.936  -0.380
3 C -0.451 -3.318 -1.677  -0.725
4 H 0.923 -4.732 0.117  0.301
5 C -2.925 -0.631 -2.147  -0.907
6 O 0.384 -2.793 -0.610  0.062
7 C 3.907 1.143 -0.685  0.669
8 C -2.740 1.658 1.293  -0.332
9 H -3.322 0.028 -1.382  0.172
10 C -1.610 2.583 1.767  -0.688
11 H 1.938 -3.353 0.568  0.202
12 F 5.161 0.808 -0.859  -0.215
13 O -2.388 0.329 1.680  -0.145
14 P 1.431 -1.241 3.289  1.454
15 O 1.994 2.224 -3.461  -0.589
16 O -0.416 2.364 1.026  0.390
17 H -1.159 -4.030 -1.250  0.374
18 F 2.079 -1.280 1.814  -0.351
19 C 0.735 3.077 1.421  -0.753
20 F -0.913 3.035 -3.551  -0.224
21 H 1.612 2.684 0.907  0.032
22 S 0.985 1.367 -2.883  0.690
23 H -0.651 -1.710 -3.161  0.230
24 F 2.704 -0.595 3.976  -0.378
25 H 0.709 4.102 1.032  0.285
26 H -1.765 0.482 3.670  0.267
27 H 0.193 -3.820 -2.402  0.423
28 F 0.658 -1.211 4.692  -0.399
29 Ba -0.143 -0.442 0.398  2.069
30 H 0.868 3.059 2.502  0.356
31 H -2.668 -1.001 3.336  0.270
32 F -1.395 1.918 -1.768  -0.209
33 H -3.497 0.507 3.394  0.349
34 F 0.060 3.533 -1.664  -0.229
35 N 1.263 0.702 -1.499  -0.298
36 H 1.979 -4.040 -1.068  0.344
37 O -1.913 -1.427 -1.531  -0.219
38 H -3.663 -1.274 -2.630  0.339
39 C -2.558 0.046 3.062  -0.885
40 H -3.760 1.854 1.627  0.428
41 C 1.328 -3.773 -0.228  -0.927
42 F 3.537 0.982 0.572  -0.164
43 O 0.345 0.418 -3.778  -0.686
44 H -1.987 3.610 1.659  0.320
45 C -1.267 -2.285 -2.466  -0.447
46 F 0.057 -1.889 2.620  -0.437
47 O 3.413 -0.032 -3.072  -0.541
48 C -0.406 2.551 -2.425  0.600
49 H -2.502 -0.029 -2.956  0.339
50 H -2.798 1.629 0.203  -0.105
51 S 2.847 -0.021 -1.754  0.543
52 F 1.883 -2.772 3.579  -0.395
53 H -1.382 2.514 2.834  0.435
54 F 3.726 2.401 -1.022  -0.217
55 O 2.799 -1.281 -1.025  -0.521

Results
Kohn-Sham gap in eV: 10.168
DFT total energy in eV: -92833.781
HOMO in eV: -10.28
Energy above the lowest of the compared OMol25 structures with the same formula, charge and spin in eV: 0.000
2S+1: 1

***

3.
Below is a cluster of 5 separate species, C10H20Cl10 in total, with properties calculated with wB97M-V/def2-TZVPD.

Each line ends with the Mulliken charge.
Element x y z (Å)
1 H -2.399 -2.812 -7.301  0.293
2 H -0.570 -0.837 -0.162  0.266
3 C 5.344 -3.545 3.476  -0.388
4 Cl 8.040 -4.026 2.943  -0.177
5 H -1.851 -0.246 -6.767  0.358
6 Cl -5.878 2.910 -3.997  -0.187
7 C 4.540 2.975 8.074  -0.432
8 H 4.370 4.043 8.209  0.310
9 H 0.027 1.472 1.265  0.317
10 Cl -8.980 3.636 -4.683  -0.162
11 H -1.247 0.661 -0.865  0.286
12 Cl 4.209 3.213 5.355  -0.200
13 H -0.824 -3.019 -8.075  0.324
14 H -1.643 1.461 1.654  0.294
15 H -0.340 -0.572 -7.442  0.260
16 H -6.973 0.810 -3.466  0.279
17 C -8.487 2.385 -3.601  -0.463
18 H 4.360 1.286 6.776  0.286
19 H 4.523 -2.829 3.428  0.273
20 H 2.834 2.134 7.026  0.309
21 C -1.372 -2.449 -7.324  -0.427
22 Cl 4.773 -5.116 2.843  -0.180
23 H 5.619 2.859 8.177  0.303
24 C -1.189 0.040 0.029  -0.348
25 Cl -1.808 -0.489 -9.124  -0.201
26 C -0.836 0.809 1.320  -0.453
27 Cl -0.611 -0.279 2.721  -0.181
28 H -7.130 1.300 -5.133  0.314
29 H 5.484 -3.729 4.542  0.299
30 C -7.163 1.670 -4.109  -0.391
31 Cl -0.752 -3.057 -5.786  -0.199
32 H 6.769 -1.990 2.713  0.318
33 C 3.900 2.272 6.845  -0.382
34 Cl -2.741 -0.674 0.333  -0.182
35 H 6.400 -3.162 1.565  0.295
36 Cl 3.911 2.327 9.566  -0.195
37 H -9.312 1.675 -3.534  0.305
38 C 6.569 -3.059 2.637  -0.439
39 H -8.202 2.901 -2.684  0.305
40 C -1.364 -0.946 -7.445  -0.409

Results
Kohn-Sham gap in eV: 10.979
DFT total energy in eV: -135918.455
HOMO in eV: -10.75
SMILES string: ClCCCl.ClCCCl.ClCCCl.ClCCCl.ClCCCl
Energy above the lowest of the compared OMol25 structures with the same formula, charge and spin in eV: 1.444
2S+1: 1

***

4.
Below is a cluster of 5 separate species, C10H20Cl10 in total, with properties calculated with wB97M-V/def2-TZVPD.

Each line ends with the Mulliken charge.
Element x y z (Å)
1 H 26.227 13.140 21.339  0.310
2 H 26.791 21.244 23.132  0.327
3 C 28.087 14.312 20.986  -0.376
4 C 29.889 20.641 15.207  -0.457
5 C 25.049 20.315 24.171  -0.365
6 C 26.524 20.471 23.852  -0.427
7 H 34.573 19.185 25.027  0.283
8 H 27.484 15.201 20.803  0.242
9 Cl 27.833 12.139 22.667  -0.195
10 C 34.109 19.664 23.090  -0.360
11 C 29.679 19.506 16.177  -0.377
12 H 30.570 18.937 16.443  0.355
13 Cl 24.501 17.547 12.150  -0.168
14 Cl 27.549 20.674 25.223  -0.180
15 H 22.745 18.635 13.077  0.296
16 C 34.354 18.624 24.119  -0.480
17 H 35.137 17.880 23.976  0.345
18 C 22.854 18.215 12.077  -0.466
19 Cl 33.886 18.896 21.517  -0.182
20 C 21.717 17.124 11.779  -0.413
21 H 28.859 19.010 15.657  0.245
22 Cl 22.147 16.281 10.175  -0.193
23 Cl 28.899 20.037 17.671  -0.187
24 H 33.219 20.227 23.372  0.295
25 H 29.045 21.321 15.330  0.306
26 H 28.985 14.755 21.417  0.357
27 H 22.774 19.078 11.416  0.331
28 H 21.768 16.339 12.533  0.301
29 Cl 28.493 13.548 19.463  -0.174
30 Cl 24.605 18.775 24.907  -0.177
31 H 34.959 20.339 22.989  0.287
32 Cl 31.241 21.640 15.804  -0.193
33 H 20.760 17.629 11.650  0.312
34 H 26.926 19.496 23.578  0.231
35 H 24.405 20.427 23.298  0.291
36 H 24.694 21.138 24.791  0.300
37 H 30.107 20.238 14.218  0.307
38 C 27.075 13.546 21.892  -0.433
39 Cl 32.878 17.553 24.453  -0.188
40 H 26.746 14.163 22.728  0.270

Results
Kohn-Sham gap in eV: 10.764
DFT total energy in eV: -135918.239
HOMO in eV: -10.56
SMILES string: ClCCCl.ClCCCl.ClCCCl.ClCCCl.ClCCCl
Energy above the lowest of the compared OMol25 structures with the same formula, charge and spin in eV: 1.661
2S+1: 1

***

5.
Below is a cluster of 10 separate species, C10H20Cl20 in total, with properties calculated with wB97M-V/def2-TZVPD.

Each line ends with the Mulliken charge.
Element x y z (Å)
1 Cl -4.081 4.329 1.283  -0.173
2 C 0.206 -0.316 -0.147  0.387
3 H -3.017 -0.969 -0.165  -0.296
4 C -2.988 3.051 1.734  0.417
5 C 2.862 3.758 1.818  -0.177
6 H 1.098 0.247 0.099  -0.063
7 Cl -0.371 -1.146 1.303  -0.131
8 Cl 1.403 2.920 1.327  -0.012
9 H -3.142 -4.888 -0.695  0.244
10 C 5.185 0.140 -1.023  -0.333
11 H 4.970 1.163 -0.735  0.176
12 Cl 3.586 4.664 0.481  -0.163
13 H -1.848 -0.797 3.698  -0.101
14 Cl -2.168 -0.454 -4.254  -0.132
15 H -1.615 -5.614 -0.222  0.296
16 Cl 0.206 3.438 -4.367  -0.167
17 Cl 3.193 -0.228 2.215  0.054
18 Cl 3.626 -0.658 -1.217  -0.050
19 H -2.332 2.826 0.900  -0.084
20 Cl 6.232 -0.630 0.170  -0.150
21 C -2.808 -0.775 4.197  0.021
22 H 3.581 2.995 2.108  0.025
23 Cl 0.356 -1.833 -3.668  -0.083
24 H 5.720 0.076 -1.962  0.366
25 C -1.109 -1.819 -4.675  -0.391
26 Cl -4.848 0.607 -0.099  -0.142
27 Cl 5.608 0.479 3.784  -0.152
28 H -3.547 2.164 2.014  -0.003
29 Cl 2.123 1.932 -2.699  -0.085
30 Cl -1.945 3.498 3.095  -0.173
31 H -1.634 -2.764 -4.582  0.283
32 C -2.112 -5.044 -0.999  -0.407
33 H 4.479 -1.616 3.599  0.318
34 Cl -1.012 0.867 -0.718  -0.087
35 C 0.782 1.866 -3.870  0.240
36 C 4.187 -0.575 3.649  -0.560
37 H -2.851 -1.457 5.036  0.350
38 H -3.645 -0.543 -1.779  0.094
39 H 3.577 -0.397 4.527  0.336
40 C -3.902 -0.763 -0.752  0.502
41 Cl -1.951 -5.871 -2.560  -0.164
42 Cl -3.099 0.860 4.845  -0.141
43 Cl -4.004 -1.217 2.946  -0.117
44 Cl -4.890 -2.240 -0.623  -0.177
45 H -0.037 1.380 -3.353  -0.295
46 Cl -1.310 -3.467 -1.044  0.038
47 H 0.331 -1.085 -0.897  -0.113
48 H -0.826 -1.712 -5.717  0.347
49 H 2.663 4.356 2.700  0.343
50 H 1.117 1.266 -4.707  0.285

Results
Kohn-Sham gap in eV: 10.655
DFT total energy in eV: -261143.374
HOMO in eV: -10.41
SMILES string: ClCCl.ClCCl.ClCCl.ClCCl.ClCCl.ClCCl.ClCCl.ClCCl.ClCCl.ClCCl
Energy above the lowest of the compared OMol25 structures with the same formula, charge and spin in eV: 0.203
2S+1: 1

***

6.
Below is a structure of composition C10H20ClIO3PSc, with properties calculated with wB97M-V/def2-TZVPD.

Each line ends with the Mulliken charge.
Element x y z (Å)
1 P 0.273 -2.377 -0.462  1.269
2 H -0.381 1.794 2.630  0.421
3 H 1.774 -4.092 -1.251  0.485
4 H -1.891 2.535 -0.773  0.304
5 Cl 1.809 -0.356 2.231  -0.285
6 H 2.663 -2.766 -0.442  0.366
7 H 3.431 0.855 -2.127  0.410
8 H 0.723 3.078 2.062  0.268
9 H 3.044 1.331 -0.431  0.328
10 H -0.580 4.970 0.467  0.287
11 C -1.393 -0.081 -1.212  0.130
12 I -2.507 -0.459 1.439  0.003
13 C -1.370 4.220 0.532  -0.665
14 O 0.843 0.712 -2.469  -0.245
15 C -1.393 3.649 1.952  -0.583
16 H -0.316 3.269 -1.187  0.309
17 Sc 0.200 0.078 0.664  0.007
18 H 3.301 -0.380 -0.815  0.255
19 H 0.570 -3.044 1.856  0.361
20 H -2.350 3.156 2.143  0.255
21 H -2.303 4.696 0.234  0.389
22 C 1.846 -3.003 -1.135  -1.423
23 H -1.252 4.390 2.737  0.400
24 C 2.889 0.564 -1.210  -1.019
25 H -1.026 -3.561 1.229  0.397
26 H 0.461 -4.457 0.759  0.433
27 O -2.126 -0.002 -2.101  -0.175
28 C -1.006 3.030 -0.364  -0.450
29 H -0.841 -2.633 -2.600  0.399
30 H -0.719 -4.188 -1.725  0.445
31 C 1.416 0.416 -1.442  0.971
32 H -1.942 -2.981 -1.233  0.417
33 C 0.042 -3.470 0.994  -1.213
34 C -0.266 2.618 1.913  -0.415
35 O -0.306 2.085 0.540  0.129
36 C -0.924 -3.114 -1.618  -1.360
37 H 2.052 -2.548 -2.110  0.393

Results
Charge: +2
Kohn-Sham gap (spin up / spin down) in eV: 3.868 / 4.221
DFT total energy in eV: -67433.571
HOMO (spin up / spin down) in eV: -15.55 / -16.07
Energy above the lowest of the compared OMol25 structures with the same formula, charge and spin in eV: 0.483
2S+1: 1